(1)
The following is a quantum chemistry calculation of a structure of composition C28H22FMnN6O3, from OMol25.

Structure (XYZ):
```
61
Properties=species:S:1:pos:R:3:mulliken_charge:R:1
Mn -1.8839 0.2251 0.9398 -0.2809
N -3.0984 1.1311 4.9457 0.0991
C -3.0105 0.5646 3.7665 -0.2518
N -2.0869 0.8851 2.8736 -0.0306
C -1.1442 1.8414 3.1911 0.2795
N -0.1765 2.2104 2.3439 -1.3263
N -0.2914 1.6211 1.1631 1.6043
C 0.5643 1.9647 0.2404 -1.0482
C 0.3160 1.5122 -1.0924 0.5687
C 1.1642 1.6748 -2.2040 -1.3234
C 0.6326 0.9798 -3.2586 -0.7978
C -0.7269 -1.2817 -2.7844 -1.1615
C -1.4966 -1.5230 -1.4715 -0.9787
N -1.3960 -0.2355 -0.7777 0.0664
C -1.1858 2.4746 4.4746 0.6500
C -0.2562 3.4568 4.8664 -0.2846
C -0.3707 4.0406 6.1023 -0.8619
C -1.4075 3.6677 6.9713 -0.3861
C -2.3293 2.7078 6.6139 -0.9798
C -2.2056 2.1174 5.3644 0.3680
H -3.8277 0.8246 5.5780 0.3036
H -3.7263 -0.2131 3.5336 0.4277
H 1.3794 2.6382 0.4836 0.4529
H 2.1000 2.2150 -2.2046 0.6155
H 1.0956 0.9249 -4.2368 0.5969
H -1.3437 -1.6418 -3.5981 1.1428
H -2.4639 -2.0092 -1.5001 0.5187
H 0.5327 3.7348 4.1836 0.5002
H 0.3397 4.7940 6.4122 0.4532
H -1.4882 4.1401 7.9413 0.4351
H -3.1262 2.4202 7.2883 0.4133
C 0.1722 -2.4749 -5.2308 -1.8816
C 1.1748 -2.1728 -4.1309 0.7176
C 2.2098 -3.2751 -3.9919 -1.0988
C 3.2890 -2.8500 -3.0137 -1.1042
C 2.6791 -2.3609 -1.7222 0.9947
C 3.4522 -2.3166 -0.5727 -0.6520
C 2.9057 -1.9463 0.6418 -0.1957
F 3.6858 -1.9000 1.7307 -0.3463
C 1.5728 -1.6647 0.7547 -0.5464
C 0.7840 -1.6944 -0.3995 0.2678
C -0.6573 -1.5119 -0.2565 1.8488
O -1.2666 -1.5774 0.9786 -1.0856
C -0.9421 0.8754 -1.5481 1.3704
C -0.6648 0.3429 -2.9342 0.2393
N 0.5271 -1.9630 -2.8158 0.0541
C 1.3241 -1.9985 -1.6567 -0.4228
C -2.1677 1.9295 -1.2990 0.6069
O -2.4529 2.7019 -2.1583 -0.5382
O -2.6656 1.7482 -0.1065 -0.6158
H 0.7218 -2.7130 -6.1406 0.4865
H -0.4802 -1.6338 -5.4719 0.4100
H -0.4432 -3.3415 -4.9783 0.3643
H 1.7238 -1.2539 -4.3997 0.0985
H 2.6443 -3.4846 -4.9687 0.3768
H 1.7098 -4.1852 -3.6489 0.4000
H 3.9069 -2.0646 -3.4579 0.3492
H 3.9579 -3.6822 -2.7945 0.5094
H 4.4987 -2.5949 -0.6155 0.5473
H 1.1322 -1.4661 1.7218 0.6039
H -1.4136 0.6657 -3.6642 0.4577
```

Computed properties:
**LUMO level (alpha / beta)**: -8.719 / -8.759 eV
**Total charge**: +2
**2S+1**: 5
**<S²>**: 6.064
**Gap between HOMO and LUMO (alpha / beta)**: 4.39 / 4.35 eV
**M**: 564.5 g/mol


(2)
The following is a quantum chemistry calculation of a cluster of 2 separate species, C5H11O2 in total in a non-equilibrium geometry, from OMol25.

Structure (XYZ):
```
18
Properties=species:S:1:pos:R:3:mulliken_charge:R:1
C -0.9470 -2.3399 -1.4511 -2.4082
C -1.8418 -1.0964 -1.4616 -1.5063
C -0.1097 -2.6904 -0.2151 -1.9862
H -1.6442 -3.1753 -1.5597 0.8578
H -0.2678 -2.2674 -2.3066 0.1835
H -1.3954 -0.2070 -1.9153 0.2772
H -2.2500 -0.8781 -0.4832 0.3351
H 0.7439 -2.0524 -0.0214 0.5629
H -0.8007 -2.7604 0.6353 0.5235
H -2.6470 -1.2758 -2.1966 1.2177
H 0.1226 -3.7505 -0.3545 0.8745
C 0.6545 1.4120 -0.3909 -0.5893
C 0.8852 1.7539 1.1267 0.5339
O 2.0867 1.8965 1.4643 -0.7560
O -0.1388 1.8853 1.8317 -0.7113
H 1.2366 0.5088 -0.5898 0.2073
H 1.1483 2.2565 -0.8758 0.3011
H -0.3941 1.2924 -0.6077 0.0828
```

Computed properties:
**LUMO level (alpha / beta)**: 6.727 / 6.674 eV
**Total charge**: -2
**2S+1**: 2
**<S²>**: 0.751
**Gap between HOMO and LUMO (alpha / beta)**: 2.84 / 8.16 eV
**M**: 103.1 g/mol


(3)
The following is a quantum chemistry calculation of a structure of composition C49H38BF9FeO2P2, from OMol25.

Structure (XYZ):
```
102
Properties=species:S:1:pos:R:3:mulliken_charge:R:1
Fe -1.2129 0.6190 0.0235 0.7545
C -5.8198 -2.8487 -4.5707 -0.4644
C -5.8820 -2.7654 -3.1832 -0.7407
C -4.9187 -2.0542 -2.4886 0.0062
C -3.8792 -1.4232 -3.1726 0.2686
C -3.8214 -1.5162 -4.5606 -0.2945
C -4.7930 -2.2234 -5.2586 -0.6847
P -2.5748 -0.4305 -2.3778 0.8243
C -2.2354 -1.4351 -0.8435 -0.9141
C -3.0120 -1.4146 0.3250 1.1514
C -2.7930 -2.3466 1.3366 -1.1303
C -1.8031 -3.3059 1.1933 -0.3538
C -1.0058 -3.3264 0.0515 -1.0612
C -1.2115 -2.3953 -0.9499 -0.7010
C -3.4721 0.9695 -1.6113 0.8969
C -4.6826 1.4554 -2.0882 -0.7914
C -5.2272 2.6139 -1.5441 -0.7324
C -4.5707 3.2872 -0.5260 -1.0028
C -3.3620 2.8004 -0.0385 -0.0051
C -2.8051 1.6418 -0.5725 -0.4259
H -6.5734 -3.4047 -5.1129 0.3986
H -6.6842 -3.2556 -2.6472 0.4295
H -4.9801 -1.9913 -1.4087 0.3029
H -3.0122 -1.0347 -5.0968 0.4055
H -4.7411 -2.2888 -6.3373 0.4153
H -3.8215 -0.6989 0.4150 0.7998
H -3.4155 -2.3365 2.2230 0.4798
H -1.6490 -4.0428 1.9705 0.5078
H -0.2275 -4.0714 -0.0530 0.5257
H -0.5971 -2.4103 -1.8435 0.4057
H -5.1998 0.9379 -2.8875 0.4754
H -6.1697 2.9900 -1.9199 0.4201
H -4.9974 4.1901 -0.1086 0.4354
H -2.8728 3.3426 0.7633 0.4711
F -3.3605 2.2041 8.1024 -0.2489
C -3.7881 1.1334 7.4185 0.7545
F -3.6628 0.0663 8.2245 -0.2461
F -5.0912 1.3005 7.1657 -0.2748
C -2.9869 0.9431 6.1530 0.2261
C -1.5969 0.9596 6.2396 -1.1856
C -0.8364 0.7726 5.1022 -0.3057
C -1.4718 0.5623 3.8764 -0.1738
C -2.8581 0.5521 3.7969 -0.2119
C -3.6225 0.7436 4.9421 -0.7770
P -0.5062 0.3368 2.3733 2.7184
C 0.7106 1.6923 2.3118 0.1881
C 2.0379 1.5577 2.7012 -0.1359
C 2.9200 2.6131 2.5288 -0.9304
C 2.4747 3.7999 1.9677 0.2330
C 1.1466 3.9564 1.5996 -0.9756
C 0.2689 2.9014 1.7744 -0.6534
C 3.4423 4.9272 1.7055 0.7705
F 4.6043 4.7487 2.3465 -0.2870
F 2.9374 6.1075 2.0885 -0.2656
F 3.7170 5.0173 0.3913 -0.2336
C 0.4811 -1.1684 2.5593 0.4213
C 0.2000 -2.1108 3.5394 -1.0976
C 0.8769 -3.3254 3.5507 -0.9289
C 1.8226 -3.5922 2.5774 0.3188
C 2.1238 -2.6470 1.6022 -1.4210
C 1.4522 -1.4413 1.5908 -0.5661
C 2.5551 -4.9103 2.5550 0.7791
F 1.9574 -5.8267 3.3261 -0.2784
F 3.8178 -4.7749 2.9850 -0.2536
F 2.6106 -5.4020 1.3048 -0.2567
H -1.1171 1.1270 7.1950 0.4211
H 0.2448 0.7971 5.1668 0.5335
H -3.3481 0.4079 2.8410 0.3590
H -4.7019 0.7434 4.8872 0.5237
H 2.3979 0.6248 3.1154 0.5547
H 3.9551 2.5105 2.8239 0.4800
H 0.8069 4.8890 1.1687 0.4896
H -0.7719 3.0311 1.4902 0.2587
H -0.5498 -1.9113 4.2947 0.4427
H 0.6588 -4.0628 4.3111 0.5233
H 2.8750 -2.8589 0.8521 0.5173
H 1.6921 -0.7076 0.8287 0.5136
C 6.6743 0.7728 -4.5574 -2.1165
C 5.2911 0.1387 -4.7007 2.0713
C 4.7112 0.5391 -6.0640 -1.6048
C 5.4523 -1.3867 -4.6440 -1.5969
C 4.3307 0.5901 -3.5977 0.5153
C 4.7019 1.5129 -2.6174 -0.4554
C 3.8346 1.9356 -1.6075 -2.0062
C 2.5763 1.3913 -1.6213 1.0887
O 1.5187 1.6049 -0.7452 0.1531
B 0.4952 0.7967 -1.2266 -0.2212
O 0.8691 0.1080 -2.3584 -0.3277
C 2.1887 0.4865 -2.5861 0.0879
C 3.0307 0.0643 -3.5822 -1.0436
H 7.3323 0.3772 -5.3321 0.4208
H 7.1294 0.5449 -3.5917 0.4437
H 6.6393 1.8573 -4.6774 0.4241
H 5.3990 0.2548 -6.8627 0.4549
H 4.5525 1.6176 -6.1188 0.3621
H 3.7565 0.0471 -6.2568 0.3189
H 6.1338 -1.7192 -5.4293 0.4554
H 4.5024 -1.9026 -4.7901 0.3144
H 5.8640 -1.7001 -3.6824 0.3658
H 5.6963 1.9335 -2.6335 0.4934
H 4.1376 2.6612 -0.8646 0.4723
H 2.6883 -0.6406 -4.3277 0.5388
```

Computed properties:
**LUMO level (alpha / beta)**: -2.718 / -4.671 eV
**Total charge**: +1
**2S+1**: 6
**<S²>**: 8.768
**Gap between HOMO and LUMO (alpha / beta)**: 8.16 / 6.27 eV
**M**: 958.4 g/mol